DFT (wB97M-V/def2-TZVPD) results for C9H4F5NO3S5Tc as an isolated structure.

Results
- ⟨S²⟩ = 3.78
- M (g mol⁻¹) = 527.460
- calculated total energy (eV) = -86993.176
- LUMO (spin up / spin down) (eV) = -1.081 / -2.043

Geometry as ORCA input:
```
! RIJCOSX wB97M-V def2-TZVPD def2/J DEFGRID3
* xyz 0 4
Tc 0.2610 -0.0458 -0.4510
S 1.7544 0.2596 1.2973
S 2.7769 0.2224 -0.4909
S 2.5405 2.1469 -1.1824
S 0.4602 2.0884 -1.4090
F -1.4367 -0.3981 1.8868
C -1.3761 0.4735 0.8403
F -1.2411 1.7182 1.3690
C -2.7595 0.4432 0.1701
F -3.7232 0.8505 0.9936
F -3.0563 -0.8102 -0.2177
F -2.7672 1.2320 -0.9098
O -0.3287 -3.1966 1.6604
C -0.6437 -3.0274 0.5186
N 0.0232 -2.1605 -0.3767
S -0.5769 -2.2729 -1.8732
O -0.8986 -0.8425 -2.1427
O 0.2542 -2.8959 -2.8573
C -1.9593 -3.2621 -1.4968
C -2.9677 -3.7150 -2.3230
C -3.8878 -4.5870 -1.7566
C -3.7688 -4.9936 -0.4276
C -2.7317 -4.5420 0.3777
C -1.8207 -3.6608 -0.1747
H -3.0405 -3.4036 -3.3556
H -4.7076 -4.9626 -2.3537
H -4.5026 -5.6770 -0.0215
H -2.6314 -4.8533 1.4084
*
```

=====

DFT (wB97M-V/def2-TZVPD) results for the molecule C9H4INO2.

Results
- M (g mol⁻¹) = 285.040
- calculated total energy (eV) = -23076.300
- LUMO (spin up / spin down) (eV) = -3.536 / -3.399

Geometry as ORCA input:
```
! RIJCOSX wB97M-V def2-TZVPD def2/J DEFGRID3
* xyz 0 1
C 4.0794 -0.6090 2.0717
C 0.0985 0.0213 1.2656
C 0.0221 1.0752 0.3824
C 1.0184 -0.9779 0.9626
C 0.8723 1.1975 -0.7585
C 1.8815 -0.9402 -0.1293
C 1.6797 0.1214 -0.9469
C 2.8200 -2.1038 -0.4089
C 4.4044 -0.8008 0.7620
N 3.7146 -0.5816 3.1813
O 2.4772 -3.0232 -1.1134
O 4.0754 -1.9566 0.0523
I 5.2714 0.7036 -0.3907
H -0.6086 0.0113 2.2265
H -0.6630 1.9047 0.5443
H 1.1828 -1.8925 1.5397
H 0.6985 2.0336 -1.4111
*
```

=====

DFT (wB97M-V/def2-TZVPD) results for C9H5B3Cl36O7P2 as an isolated structure.

Results
- M (g mol⁻¹) = 1595.824
- calculated total energy (eV) = -495165.594
- LUMO (eV) = -0.093

Geometry as ORCA input:
```
! RIJCOSX wB97M-V def2-TZVPD def2/J DEFGRID3
* xyz 0 1
O 0.3967 -1.9722 1.5235
P 0.4433 -1.3502 -0.0314
O 0.2870 -2.6807 -0.9704
B -1.4253 -0.7809 -0.1349
O -1.7366 0.5484 0.0076
B -3.0703 0.6886 0.3272
O -3.5660 -0.2687 1.2110
B -3.5291 -1.4922 0.5603
P -4.9176 -2.8598 0.8913
O -5.9362 -2.5584 -0.3864
O -4.1618 -4.1742 0.2563
O -2.4654 -1.6873 -0.3069
H -0.3014 -1.5734 2.0570
H 1.1798 -2.9392 -1.2427
H -3.7717 1.4845 -0.2017
H -6.0734 -1.6032 -0.4311
H -3.2152 -4.1537 0.4398
C 1.4601 -5.7301 0.7281
Cl 1.9065 -6.1879 -0.9180
Cl 1.9347 -7.0116 1.8467
Cl 2.2919 -4.2354 1.1644
Cl -0.2885 -5.5076 0.8166
C 0.5556 3.2737 -0.4964
Cl 1.7187 4.5907 -0.6279
Cl 0.9679 2.0064 -1.6536
Cl 0.6085 2.6104 1.1483
Cl -1.0694 3.8711 -0.8425
C -1.0564 6.8087 2.8087
Cl -0.0632 8.0954 2.1225
Cl -1.0530 6.9311 4.5715
Cl -2.7137 6.9636 2.2144
Cl -0.4036 5.2424 2.3265
C 3.7079 -2.0124 -3.3173
Cl 3.4865 -2.8643 -1.7810
Cl 4.9832 -2.8007 -4.2414
Cl 2.1952 -2.0537 -4.2245
Cl 4.1510 -0.3375 -2.9862
C 1.5603 10.5496 5.1886
Cl 2.5602 11.8338 4.5031
Cl 1.6527 10.6077 6.9519
Cl -0.1146 10.7777 4.6844
Cl 2.1499 8.9844 4.6241
C -4.3311 -2.8877 -3.7718
Cl -4.1477 -2.9741 -5.5280
Cl -4.7825 -1.2248 -3.3293
Cl -5.5807 -4.0045 -3.2469
Cl -2.8110 -3.2995 -2.9927
C -0.4324 0.7795 4.5353
Cl -0.8232 -0.0272 6.0518
Cl 1.0439 0.0942 3.8579
Cl -1.7630 0.5510 3.3839
Cl -0.2150 2.5076 4.8053
C 5.1595 4.4799 -3.2540
Cl 6.7672 4.6496 -3.9570
Cl 4.7395 2.7685 -3.1378
Cl 5.1333 5.2062 -1.6466
Cl 3.9735 5.2954 -4.2787
C 1.7595 -9.7906 -3.1320
Cl 0.9246 -10.7110 -4.3848
Cl 3.2293 -10.6426 -2.6532
Cl 2.1890 -8.1969 -3.7680
Cl 0.7022 -9.6062 -1.7328
*
```